--- 1 ---
Entry from the Open Molecules 2025 dataset: C2H2FN3 in the gas phase (ωB97M-V/def2-TZVPD).

CARTESIAN COORDINATES (ANGSTROEM)
C 1.02363 0.53929 -0.36033
C -1.11138 -0.55751 -0.06953
N 0.02163 -0.23362 -0.00999
N 0.76678 1.69420 -0.93990
N -0.39311 2.06159 -1.22407
F -0.30423 3.35043 -1.81358
H 2.02981 0.25096 -0.13873
H -2.03476 -0.68065 0.42746

Properties
multiplicity = 1
highest occupied orbital energy (alpha / beta) = -8.53 / -8.53 eV

=====

--- 2 ---
Entry from the Open Molecules 2025 dataset: C2H2FN3 in the gas phase (ωB97M-V/def2-TZVPD).

CARTESIAN COORDINATES (ANGSTROEM)
C 1.15187 0.77274 0.02683
C -1.24823 -0.00636 0.14290
N 0.22455 1.68849 0.03758
N 0.94144 -0.55206 -0.01910
N -0.33602 -0.91953 0.14236
F -2.50431 -0.10432 -0.06197
H 2.29517 1.09976 -0.08905
H -0.52446 -1.97872 -0.17955

Properties
multiplicity = 1
highest occupied orbital energy (alpha / beta) = -8.70 / -8.70 eV

=====

--- 3 ---
Entry from the Open Molecules 2025 dataset: C2H2FN3 in the gas phase (ωB97M-V/def2-TZVPD).

CARTESIAN COORDINATES (ANGSTROEM)
F 0.95199 -1.36787 1.57495
C 0.17356 -0.57349 0.78865
C 0.35949 -0.44229 -0.58819
N -0.36961 0.70388 -0.69600
N -0.94228 1.09046 0.42988
N -0.57299 0.31429 1.32465
H 1.01145 -0.93909 -1.30646
H -0.61161 1.21410 -1.52747

Properties
multiplicity = 1
highest occupied orbital energy = -9.90 eV

=====

Relative energies, unit hartree: 1 0.1337; 2 0.1517; 3 0.0000

=====

--- 1 ---
Entry from the Open Molecules 2025 dataset: 2 unconnected molecules or ions with the total composition C2H4NO2S (ωB97M-V/def2-TZVPD).

CARTESIAN COORDINATES (ANGSTROEM)
C -2.20992 -0.52938 -0.35150
C 1.26388 -0.09939 0.54406
N 0.93581 0.93964 -0.52206
O -1.81069 -1.31366 -1.14315
O -0.26854 1.41229 -0.43862
S -3.19610 -0.08125 0.82610
H 0.54603 -0.80111 0.71903
H 2.20791 -0.54932 0.26560
H 1.29817 0.39482 1.52270
H 1.23345 0.62736 -1.42216

Properties
charge = -1
multiplicity = 1
highest occupied orbital energy (alpha / beta) = -0.98 / -1.80 eV

=====

--- 2 ---
Entry from the Open Molecules 2025 dataset: 2 unconnected molecules or ions with the total composition C2H4NO2S (ωB97M-V/def2-TZVPD).

CARTESIAN COORDINATES (ANGSTROEM)
C -0.02697 -1.77404 1.25734
C 0.42298 -0.81898 -1.06064
N 0.34105 -1.33798 0.25604
O -2.77218 -0.33384 -1.34556
O -1.88843 0.87487 0.64714
S -3.04968 0.29878 -0.01938
H -3.39538 -0.98414 0.83658
H 0.82782 -1.56314 -1.74695
H 0.78808 0.09232 -1.16119
H -0.55012 -0.59822 -1.40986

Properties
charge = -1
multiplicity = 1
highest occupied orbital energy = -2.93 eV

=====

Relative energies, unit hartree: 1 0.0322; 2 0.0000

=====

--- 1 ---
Entry from the Open Molecules 2025 dataset: a molecular structure, C10H20Ag3BBr10F4 (ωB97M-V/def2-TZVPD).

CARTESIAN COORDINATES (ANGSTROEM)
Ag 3.25471 -0.96633 -1.68869
Ag 2.88109 2.79410 -2.02410
Ag 1.20841 0.94116 -4.11580
B 0.73518 0.67778 -1.26878
F 1.92312 0.75847 -0.55682
F 0.75381 -0.43573 -2.10556
F -0.36329 0.48372 -0.41431
F 0.57568 1.87990 -1.91513
Br -0.78193 0.54000 4.08245
C -1.62495 -0.30487 2.47214
C -2.95904 -1.04286 2.83271
Br -2.61238 -2.68530 3.96093
H -0.86810 -1.05873 2.25542
H -1.65611 0.45875 1.69496
H -3.48143 -1.45435 1.96906
H -3.59625 -0.38563 3.42440
Br -4.17477 -0.63270 -0.75462
C -3.02049 -0.71572 -2.41662
C -2.92143 0.51389 -3.16719
Br -1.76905 0.13967 -4.73089
H -3.49486 -1.52072 -2.97789
H -2.05246 -1.05409 -2.04714
H -2.48524 1.33193 -2.59392
H -3.88340 0.80603 -3.58831
Br 7.39527 -1.78261 1.92191
C 6.33085 -0.37036 2.87578
C 4.85709 -0.55225 2.55469
Br 4.51928 0.16307 0.74425
H 6.75005 0.61028 2.65056
H 6.62462 -0.47745 3.91998
H 4.12263 -0.02561 3.16405
H 4.63522 -1.61879 2.59143
Br 1.75984 -3.34565 -0.93912
C 0.46353 -2.73217 0.40077
C -0.47622 -3.89922 0.75584
Br 0.51431 -5.33429 1.76012
H -0.14138 -1.96189 -0.07760
H 0.87752 -2.29319 1.30850
H -0.90512 -4.36767 -0.12998
H -1.27227 -3.53084 1.40293
Br -4.06980 3.28010 -0.91755
C -2.11648 3.68001 -0.68459
C -1.63982 4.51838 -1.83718
Br -1.19226 3.59953 -3.60594
H -1.59495 2.72296 -0.67181
H -1.88541 4.21624 0.23583
H -0.77572 5.15160 -1.63603
H -2.36762 5.28145 -2.11310

Properties
charge = +2
multiplicity = 1
highest occupied orbital energy = -13.78 eV

=====

--- 2 ---
Entry from the Open Molecules 2025 dataset: a molecular structure, C10H20Ag3BBr10F4 (ωB97M-V/def2-TZVPD).

CARTESIAN COORDINATES (ANGSTROEM)
Ag 2.91500 2.56218 1.40359
Ag 3.96028 -0.72074 0.40288
Ag 0.93743 -0.13812 3.33759
B 0.97369 0.53083 0.37331
F 2.30837 0.75035 -0.17420
F 0.87643 -0.73104 1.04349
F 0.70463 1.53615 1.37028
F 0.08885 0.56151 -0.62846
Br 1.73930 -3.02545 4.15164
C 2.94406 -3.67550 2.77894
C 2.35143 -3.43749 1.42083
Br 3.70379 -3.68078 0.03786
H 3.15610 -4.71026 3.02078
H 3.86390 -3.10775 2.89476
H 2.00132 -2.40864 1.38729
H 1.51858 -4.07988 1.15553
Br 2.02825 4.24357 -1.00621
C 2.41968 3.01944 -2.47578
C 3.88917 2.74498 -2.63426
Br 4.77111 4.14015 -3.62962
H 1.88302 3.36002 -3.35533
H 1.89925 2.09968 -2.20142
H 4.03103 1.82094 -3.18818
H 4.34763 2.67758 -1.64907
Br -4.30967 1.27949 2.29269
C -2.92612 -0.00267 1.92528
C -2.94679 -1.08912 2.96046
Br -1.44060 -2.29959 2.65823
H -1.96839 0.51162 1.85535
H -3.14631 -0.43853 0.95436
H -3.82215 -1.71270 2.77512
H -3.03259 -0.83665 4.01119
Br -4.60174 1.17768 -1.19308
C -3.53779 2.67676 -1.81415
C -2.46515 3.02205 -0.78377
Br -1.48241 4.57022 -1.43454
H -4.22792 3.51582 -1.84604
H -3.13660 2.45564 -2.79157
H -1.78682 2.17695 -0.67306
H -2.86052 3.31491 0.17924
Br -0.63237 -4.29753 -1.01409
C -1.55798 -2.58762 -0.89962
C -1.43699 -1.77294 -2.13232
Br -1.68308 -2.75393 -3.78927
H -1.12502 -2.10682 -0.03099
H -2.59839 -2.78907 -0.65517
H -0.43076 -1.38548 -2.24136
H -2.15614 -0.96023 -2.14912

Properties
charge = +2
multiplicity = 1
highest occupied orbital energy = -13.81 eV

=====

Relative energies, unit hartree: 1 0.0417; 2 0.0000

=====

--- 1 ---
Entry from the Open Molecules 2025 dataset: a molecular structure, H10LiO5 (ωB97M-V/def2-TZVPD).

CARTESIAN COORDINATES (ANGSTROEM)
Li 0.04995 -0.22527 -0.09005
O -1.20862 -1.78698 -0.00156
H -1.97236 -1.68564 -0.61589
H -0.89064 -2.68933 -0.16040
O 1.63055 -0.21935 -0.77764
H 2.26346 -0.87048 -0.90822
H 1.32433 0.02898 -1.61339
O 1.16346 0.11763 1.55658
H 2.06260 0.22363 1.59487
H 0.86936 -0.00921 2.52305
O -0.11933 1.62090 -1.53001
H 0.14419 2.37342 -0.99982
H 0.44881 1.38108 -2.29676
O -1.61973 0.81202 1.16454
H -2.16931 0.78290 0.49220
H -1.97671 0.14568 1.66250

Properties
charge = +1
multiplicity = 1
highest occupied orbital energy = -15.85 eV

=====

--- 2 ---
Entry from the Open Molecules 2025 dataset: a molecular structure, H10LiO5 (ωB97M-V/def2-TZVPD).

CARTESIAN COORDINATES (ANGSTROEM)
Li -23.73236 1.97220 -4.44857
O -24.05000 4.98981 -5.85135
H -23.85791 5.11363 -6.78087
H -24.23592 5.87037 -5.52534
O -25.53734 0.32811 -2.27707
H -25.33859 0.67693 -1.40814
H -25.48683 -0.62192 -2.17161
O -22.41278 0.50612 -6.77489
H -21.93068 1.14594 -7.29878
H -22.46154 -0.27147 -7.33096
O -21.30014 2.64580 -2.44845
H -20.73536 2.06273 -1.94122
H -20.79100 3.45084 -2.54283
O -27.01085 0.48417 -7.83366
H -27.35573 1.27709 -8.24422
H -26.09400 0.45184 -8.10677

Properties
charge = +1
multiplicity = 1
highest occupied orbital energy = -14.09 eV

=====

Relative energies, unit hartree: 1 0.0000; 2 0.0301

=====

--- 1 ---
Entry from the Open Molecules 2025 dataset: 8 unconnected molecules or ions with the total composition C5H26N2O8 (ωB97M-V/def2-TZVPD).

CARTESIAN COORDINATES (ANGSTROEM)
C -2.88320 -2.35355 -1.45876
C -1.71029 -1.48553 -1.91257
C -0.41630 -1.83707 -1.14794
C -0.01742 -0.82276 -0.07941
N -0.06781 0.55004 -0.50331
C 1.35811 -1.15236 0.54347
N 1.43856 -0.96855 1.88290
O 2.34227 -1.42431 -0.12793
H -3.79941 -2.12370 -2.00466
H -2.61285 -3.39161 -1.57530
H -3.13367 -2.23716 -0.40106
H -1.96276 -0.44058 -1.71203
H -1.54180 -1.58912 -2.98281
H 0.44602 -1.91101 -1.79418
H -0.55479 -2.80376 -0.68645
H -0.68309 -0.98549 0.78191
H 0.47525 0.59820 -1.36111
H 0.17628 1.26573 0.17662
H 2.34631 -1.02729 2.31040
H 0.67175 -0.68394 2.46741
O 1.71850 2.30872 1.01361
H 1.88936 3.24071 1.17763
H 2.42892 1.91544 0.46475
O 3.59293 1.21663 -0.72431
H 2.85610 0.95006 -1.29577
H 4.06807 0.38326 -0.56237
O -3.01645 -1.46826 2.17802
H -2.23529 -1.97362 1.92449
H -2.86134 -1.19782 3.09263
O -0.66842 0.27822 3.52655
H -0.81910 0.71508 2.66586
H -0.92284 0.94626 4.17003
O 1.87080 1.64236 -2.72434
H 1.00176 2.08857 -2.85037
H 2.50212 2.34039 -2.52824
O -2.29271 1.22252 1.51081
H -1.97335 1.20261 0.59537
H -2.67245 0.33174 1.68668
O -0.75323 2.50335 -2.48001
H -0.94833 2.06431 -1.64464
H -1.52222 2.41201 -3.05046

Properties
multiplicity = 1
highest occupied orbital energy = -9.18 eV

=====

--- 2 ---
Entry from the Open Molecules 2025 dataset: 8 unconnected molecules or ions with the total composition C5H26N2O8 (ωB97M-V/def2-TZVPD).

CARTESIAN COORDINATES (ANGSTROEM)
C -1.17617 -2.74885 -1.02469
C -0.48598 -1.47957 -0.50397
N 0.96193 -1.72199 -0.69892
C -0.79949 -1.24848 0.94864
O -1.25822 -2.16788 1.63251
N -1.05303 0.02673 1.46703
C -1.65909 0.10006 2.76928
C -0.35999 1.18031 0.89700
H -0.75523 -3.11034 -1.95786
H -1.12741 -3.52178 -0.26427
H -2.20000 -2.43364 -1.22081
H -0.79396 -0.66360 -1.15438
H 1.37430 -2.42986 -0.09925
H 1.54922 -0.91939 -0.48431
H -2.13687 1.07851 2.88201
H -2.34356 -0.66411 3.10370
H -0.84941 0.11930 3.52286
H -1.10269 1.96591 0.75387
H 0.07058 0.88801 -0.05557
H 0.48710 1.48123 1.52335
O 1.32103 -2.43604 2.47101
H 0.56647 -3.02593 2.56472
H 0.92443 -1.57915 2.57952
O 2.89813 0.77329 -0.31379
H 3.25470 1.59023 -0.66835
H 2.71371 0.78583 0.63102
O -1.80126 3.63896 -1.41304
H -2.04968 2.85832 -1.92138
H -0.91214 3.41077 -1.13448
O -3.66366 0.66522 -1.67493
H -3.32778 0.73820 -0.77780
H -3.30346 -0.11656 -2.09881
O 3.15076 0.47363 2.59133
H 3.75109 -0.18324 2.94838
H 2.42810 -0.05523 2.23591
O 2.52672 0.74441 -3.05806
H 2.85680 0.33063 -2.25334
H 1.89436 1.38116 -2.69241
O 0.19803 2.17138 -2.99000
H 0.03137 1.29472 -3.35250
H 0.20026 2.80884 -3.70924

Properties
multiplicity = 1
highest occupied orbital energy = -9.37 eV

=====

Relative energies, unit hartree: 1 0.0000; 2 0.0825

=====

--- 1 ---
Entry from the Open Molecules 2025 dataset: 2 unconnected molecules or ions with the total composition C5H14S (ωB97M-V/def2-TZVPD).

CARTESIAN COORDINATES (ANGSTROEM)
C 2.26687 0.28299 1.87690
C 1.28202 -0.79384 1.42264
S 1.70704 -1.42992 -0.23759
C 1.55751 -0.08443 -1.47027
H 2.02100 0.73225 2.84053
H 2.31186 1.10133 1.15016
H 3.31262 -0.02037 1.95155
H 1.37985 -1.60271 2.14061
H 0.30617 -0.31441 1.41814
H 0.71586 -0.34264 -2.10564
H 1.43546 0.91461 -1.06305
H 2.47838 -0.17315 -2.03849
C -1.92862 -0.04049 -0.97293
C -3.30331 0.49748 -0.50475
H -1.49880 0.46999 -1.82399
H -1.22147 -0.10620 -0.14664
H -2.05907 -1.08752 -1.27140
H -3.94836 -0.30954 -0.18317
H -3.67904 1.12473 -1.31215
H -3.13598 1.18185 0.32955

Properties
multiplicity = 1
highest occupied orbital energy = -8.40 eV

=====

--- 2 ---
Entry from the Open Molecules 2025 dataset: 2 unconnected molecules or ions with the total composition C5H14S (ωB97M-V/def2-TZVPD).

CARTESIAN COORDINATES (ANGSTROEM)
C -2.11594 -0.08832 0.94174
C -2.34188 0.85438 -0.23948
C -3.37062 1.94796 0.00039
H -1.10766 -0.48982 0.93032
H -2.11772 0.53146 1.84345
H -2.88486 -0.85194 1.05084
H -1.37341 1.29849 -0.48955
H -2.61413 0.35889 -1.17702
H -3.27758 2.72690 -0.74895
H -3.35197 2.42001 0.97528
H -4.39356 1.59237 -0.14240
C 3.08680 -0.96126 -1.06764
S 1.43870 -0.74476 -0.46166
C 1.81576 -0.22987 1.22809
H 3.69650 -0.04222 -0.99056
H 3.71495 -1.71186 -0.58658
H 3.18272 -1.10302 -2.13950
H 0.84160 -0.08448 1.68326
H 2.39631 0.69030 1.27237
H 2.38896 -0.98482 1.75745

Properties
multiplicity = 1
highest occupied orbital energy = -8.57 eV

=====

--- 3 ---
Entry from the Open Molecules 2025 dataset: 2 unconnected molecules or ions with the total composition C5H14S (ωB97M-V/def2-TZVPD).

CARTESIAN COORDINATES (ANGSTROEM)
C -0.04311 0.61867 2.97355
C -0.13240 -0.80718 2.44891
S -1.75977 -1.13459 1.84069
C -1.57605 -1.03314 0.11554
H 0.97471 1.00223 2.88353
H -0.24123 0.77999 4.06093
H -0.81947 1.31918 2.65586
H 0.60034 -0.93091 1.65119
H 0.40706 -1.45368 3.18564
H -0.58725 -1.24031 -0.29439
H -2.43809 -1.48622 -0.37907
H -1.54872 0.00718 -0.33425
C 0.81731 1.31996 -2.44724
C 1.06262 -0.18403 -2.69894
H 0.04349 1.50155 -1.71443
H 1.65696 1.96305 -2.23897
H 0.40648 1.65105 -3.41765
H 0.49883 -0.73519 -1.95256
H 2.08421 -0.53877 -2.72868
H 0.59408 -0.61884 -3.60965

Properties
multiplicity = 1
highest occupied orbital energy = -8.35 eV

=====

Relative energies, unit hartree: 1 0.0053; 2 0.0000; 3 0.0379

=====

--- 1 ---
Entry from the Open Molecules 2025 dataset: C6H9I in the gas phase (ωB97M-V/def2-TZVPD).

CARTESIAN COORDINATES (ANGSTROEM)
C 0.28829 1.45004 0.32113
C 0.52893 0.61783 -0.82542
C 1.66781 -0.37728 -0.71916
C 0.88483 -1.42997 -0.97050
C -0.38105 -0.69024 -0.82841
C -1.42740 -1.17752 0.13244
I -1.63646 -0.74224 -3.00744
H -0.80296 1.83411 0.25981
H 0.91269 2.22442 0.35944
H 0.32698 0.85610 1.26327
H 0.26718 1.13107 -1.71885
H 2.68324 -0.16531 -0.50095
H 1.19147 -2.44592 -1.23542
H -2.07455 -1.90622 -0.32375
H -2.09979 -0.31522 0.35675
H -1.09197 -1.71882 1.07395

Properties
multiplicity = 1
highest occupied orbital energy = -8.87 eV

=====

--- 2 ---
Entry from the Open Molecules 2025 dataset: a molecular structure, C6H9I (ωB97M-V/def2-TZVPD).

CARTESIAN COORDINATES (ANGSTROEM)
C 0.90151 0.44435 -1.94930
C 0.23610 0.28825 0.08185
C 0.19408 1.28661 -0.80118
C 0.74145 -0.60846 -1.09152
C -0.86521 -2.26455 1.99507
C 0.06784 2.71586 -0.83434
I 1.24082 -2.63537 -1.24573
H 0.94543 0.60256 -3.03158
H 0.15412 -1.93831 2.02452
H 0.02766 0.11426 1.09746
H -1.23522 -2.26607 2.99312
H -0.90423 -3.25681 1.53463
H -1.68169 -1.69505 1.60962
H 1.10285 3.10785 -0.46309
H -0.70794 3.05293 -0.12008
H -0.21755 3.05195 -1.79942

Properties
multiplicity = 1
highest occupied orbital energy (alpha / beta) = -7.64 / -7.65 eV

=====

Relative energies, unit hartree: 1 0.0000; 2 0.0721

=====

--- 1 ---
Entry from the Open Molecules 2025 dataset: 2 unconnected molecules or ions with the total composition C2H3Br (ωB97M-V/def2-TZVPD).

CARTESIAN COORDINATES (ANGSTROEM)
C -0.86797 -0.37035 -0.01340
C -0.14780 0.65809 -0.05138
Br 2.99781 -0.47508 -0.02550
H -1.96594 -0.08063 -0.14598
H -0.40199 -1.28381 0.08888
H 0.38589 1.55178 0.14738

Properties
multiplicity = 1
highest occupied orbital energy (alpha / beta) = -9.83 / -8.60 eV

=====

--- 2 ---
Entry from the Open Molecules 2025 dataset: 2 unconnected molecules or ions with the total composition C2H3Br (ωB97M-V/def2-TZVPD).

CARTESIAN COORDINATES (ANGSTROEM)
C -0.15012 0.30977 -0.05836
C 0.92031 -0.34953 0.16257
Br 2.98829 1.71603 0.96830
H -1.10104 -0.17494 -0.26956
H -0.19082 1.39081 -0.06149
H 1.49463 -1.22630 0.30532

Properties
multiplicity = 1
highest occupied orbital energy (alpha / beta) = -9.85 / -9.41 eV

=====

Relative energies, unit hartree: 1 0.0283; 2 0.0000